[1]
DFT (ωB97M-V with the def2-TZVPD basis set) results for a molecular structure, C2H4ORb at a distorted geometry.

Each line ends with the natural charge from an NBO analysis.
Positions of all 8 atoms, in Å:
1 Rb -1.703 2.580 1.258  0.036
2 O 0.357 1.955 -1.258  -0.915
3 C 1.526 2.303 -1.711  0.209
4 C 1.914 3.544 -2.124  -0.736
5 H 2.340 1.568 -1.536  0.077
6 H 2.964 3.736 -2.352  0.166
7 H 3.347 0.614 -4.194  -0.007
8 H 1.174 4.328 -2.319  0.169

**E_tot**: -177.7805 Eh
**Multiplicity**: 1
**Gap between HOMO and LUMO (alpha / beta)**: 5.9 / 3.1 eV
**Net charge**: -1
**Relative energy (zero: lowest compared OMol25 entry of this formula, charge and spin)**: 0.0 kJ/mol

---

[2]
DFT (ωB97M-V with the def2-TZVPD basis set) results for 2 unconnected molecules or ions with the total composition C2H7NS2.

Each line ends with the natural charge from an NBO analysis.
Positions of all 12 atoms, in Å:
1 S 2.041 0.028 1.682  -0.142
2 S 1.130 1.042 0.128  0.094
3 N -2.232 -0.064 -0.419  -0.620
4 C -2.086 0.337 0.765  -0.026
5 C 1.116 -0.193 -1.191  -0.758
6 H 0.170 -0.088 -1.717  0.242
7 H 1.939 -0.054 -1.888  0.218
8 H -1.992 1.402 0.967  0.162
9 H -2.115 -0.284 1.664  0.144
10 H -2.403 -1.066 -0.483  0.332
11 H 1.129 -1.175 -0.740  0.231
12 H 3.303 0.116 1.232  0.123

**E_tot**: -931.4914 Eh
**Multiplicity**: 1
**Gap between HOMO and LUMO**: 9.5 eV
**Net charge**: 0
**Relative energy (zero: lowest compared OMol25 entry of this formula, charge and spin)**: 84.4 kJ/mol
**Structure (SMILES)**: C=N.CSS

---

[3]
DFT (ωB97M-V with the def2-TZVPD basis set) results for C4H4OS in the gas phase at a distorted geometry.

Each line ends with the natural charge from an NBO analysis.
Positions of all 10 atoms, in Å:
1 S 2.213 -0.273 -0.485  0.004
2 O -0.624 2.212 -0.602  -0.486
3 C -1.324 -0.239 -0.351  -0.150
4 C 0.934 0.666 0.446  -0.607
5 C -0.428 1.013 -0.223  0.522
6 C -1.854 -1.361 -0.232  -0.183
7 H 0.564 0.196 1.328  0.224
8 H 1.309 -1.338 -0.423  0.141
9 H 1.369 1.641 0.779  0.250
10 H -2.158 -2.517 -0.238  0.285

**E_tot**: -628.1169 Eh
**Multiplicity**: 1
**Gap between HOMO and LUMO**: 9.1 eV
**Net charge**: 0
**Relative energy (zero: lowest compared OMol25 entry of this formula, charge and spin)**: 310.0 kJ/mol
**Structure (SMILES)**: C#CC(=O)CS

---

[4]
DFT (ωB97M-V with the def2-TZVPD basis set) results for 8 unconnected molecules or ions with the total composition C22H60N2O8 at a distorted geometry.

Each line ends with the Löwdin spin population.
Positions of all 92 atoms, in Å:
1 O -4.584 1.169 -2.522  0.082
2 O -5.763 2.456 3.766  0.000
3 O -1.482 -2.738 -0.364  0.005
4 O -0.087 1.182 -5.323  0.025
5 O 4.096 -2.544 2.499  0.000
6 O -0.722 -0.194 0.203  0.503
7 O -2.397 5.432 -0.434  0.004
8 O 5.486 -3.094 0.267  0.000
9 N -3.677 -0.114 -0.948  0.131
10 N -5.869 0.021 -1.171  -0.006
11 C 2.142 -3.785 1.884  0.000
12 C 7.478 -2.092 -0.906  0.000
13 C 1.550 1.291 -3.678  0.001
14 C 5.366 -0.775 -0.387  0.002
15 C 0.327 -0.249 1.192  0.069
16 C -4.627 3.580 2.187  0.000
17 C 1.721 -0.284 0.476  0.081
18 C -4.719 0.364 -1.654  0.014
19 C 0.156 1.670 -4.064  0.009
20 C -0.717 -4.857 -1.337  0.001
21 C -3.528 2.343 4.175  0.000
22 C -4.585 2.378 3.080  0.000
23 C -1.241 3.519 0.332  0.001
24 C 3.305 -3.761 4.299  0.000
25 C -0.944 4.489 -2.101  0.001
26 C 0.247 0.930 2.127  0.011
27 C -0.903 -2.642 -2.717  0.000
28 C -1.481 -3.506 -1.567  0.001
29 C 2.862 -3.001 3.005  0.000
30 C -1.043 1.406 -3.146  0.011
31 C -1.135 4.765 -0.586  0.001
32 C 6.279 -1.884 0.074  0.000
33 H 0.484 0.583 3.133  0.005
34 H -0.806 1.668 -5.733  0.000
35 H -1.227 3.898 1.354  0.000
36 H -2.524 -3.629 -1.859  0.000
37 H 8.112 -2.953 -0.696  0.000
38 H -3.713 4.152 2.031  0.000
39 H 1.842 1.623 -2.682  0.000
40 H -1.361 -3.260 0.432  0.000
41 H -4.590 1.436 2.532  0.000
42 H -0.022 3.918 -2.211  0.000
43 H -3.115 4.800 -0.355  0.000
44 H 1.991 0.584 -0.127  0.000
45 H 4.799 -1.099 -1.260  0.000
46 H 2.176 1.800 -4.412  0.001
47 H -5.418 4.294 2.415  0.000
48 H 7.089 -2.084 -1.925  0.000
49 H 2.192 -2.239 3.403  0.000
50 H -1.461 -1.712 -2.817  0.000
51 H 1.694 -1.187 -0.134  0.000
52 H -0.699 1.444 2.297  0.000
53 H -1.803 3.888 -2.401  0.000
54 H 0.997 1.663 1.830  0.003
55 H 4.228 -1.721 2.976  0.000
56 H 0.084 -2.294 -2.410  0.000
57 H -0.784 1.531 -2.095  0.002
58 H 4.750 -2.854 0.835  0.000
59 H 2.705 -4.631 1.491  0.000
60 H -2.568 2.591 3.722  0.000
61 H 4.656 -0.561 0.412  0.001
62 H -1.818 2.157 -3.298  0.000
63 H -0.484 5.451 -0.045  0.000
64 H 1.913 -3.077 1.087  0.000
65 H -1.003 -3.143 -3.680  0.000
66 H -3.474 1.452 4.800  0.000
67 H -0.284 2.998 0.293  0.000
68 H -2.741 0.232 -1.099  0.000
69 H -4.702 3.200 1.168  0.000
70 H 8.144 -1.239 -1.035  0.000
71 H 0.083 -1.133 1.781  0.024
72 H 2.406 -4.188 4.744  0.000
73 H -0.851 -1.035 -0.242  0.005
74 H 4.151 -4.441 4.202  0.000
75 H -1.962 2.717 0.171  0.000
76 H -5.947 -0.430 -0.271  0.000
77 H 6.824 -1.533 0.950  0.000
78 H 3.634 -3.020 5.028  0.000
79 H -6.693 0.422 -1.597  0.000
80 H 0.178 2.751 -4.200  0.004
81 H -0.859 5.444 -2.619  0.000
82 H 1.800 0.241 -3.831  0.001
83 H 2.391 -0.418 1.325  0.008
84 H -0.933 -5.446 -0.446  0.000
85 H -0.900 -5.506 -2.194  0.000
86 H -3.916 -0.865 -0.316  0.001
87 H -1.508 0.432 -3.297  0.000
88 H 5.832 0.180 -0.631  0.000
89 H 1.221 -4.190 2.303  0.000
90 H 0.355 -4.661 -1.329  0.000
91 H -6.407 2.302 3.071  0.000
92 H -3.668 3.226 4.799  0.000

**E_tot**: -1585.2023 Eh
**Multiplicity**: 2
**Gap between HOMO and LUMO (alpha / beta)**: 9.1 / 2.5 eV
**⟨S²⟩**: 0.756
**Net charge**: +1

---

What did the third record say?
DFT (ωB97M-V with the def2-TZVPD basis set) results for C4H4OS in the gas phase at a distorted geometry.

Each line ends with the natural charge from an NBO analysis.
Positions of all 10 atoms, in Å:
1 S 2.213 -0.273 -0.485  0.004
2 O -0.624 2.212 -0.602  -0.486
3 C -1.324 -0.239 -0.351  -0.150
4 C 0.934 0.666 0.446  -0.607
5 C -0.428 1.013 -0.223  0.522
6 C -1.854 -1.361 -0.232  -0.183
7 H 0.564 0.196 1.328  0.224
8 H 1.309 -1.338 -0.423  0.141
9 H 1.369 1.641 0.779  0.250
10 H -2.158 -2.517 -0.238  0.285

**E_tot**: -628.1169 Eh
**Multiplicity**: 1
**Gap between HOMO and LUMO**: 9.1 eV
**Net charge**: 0
**Relative energy (zero: lowest compared OMol25 entry of this formula, charge and spin)**: 310.0 kJ/mol
**Structure (SMILES)**: C#CC(=O)CS

---

- Which value of net charge does entry 2 give?
  0